<i>
DFT (wB97M-V/def2-TZVPD) results for 2 unconnected molecules or ions with the total composition C4H15N2O2.

Results
Gap between HOMO and LUMO (spin up / spin down): 11.15 / 5.84 eV
2S+1: 2
<S²>: 0.75
Charge: +2

Each line ends with the Löwdin charge.
Positions of all 23 atoms, in Å:
N 1.34318 -0.28178 -0.16940  0.24
C 0.01739 -0.21508 0.56683  -0.26
C 0.08573 -0.92466 1.90855  -0.23
O 0.63251 -2.15583 1.60100  -0.02
C -0.37513 1.25060 0.52131  -0.07
N -0.26554 1.77848 -0.88313  0.13
C -0.11646 3.20838 -0.98601  0.01
H 1.15426 -0.22859 -1.21090  0.19
H 1.89571 -1.13944 -0.02087  0.19
H 1.91700 0.54824 0.02001  0.18
H -0.70176 -0.91811 -0.05777  0.18
H -0.92127 -0.90683 2.39771  0.17
H 0.64868 -0.35665 2.62189  0.13
H 0.37419 -2.89051 2.22182  0.17
H -1.46812 1.32367 0.83677  0.21
H 0.23080 1.90037 1.14481  0.15
H -0.95926 1.38596 -1.53283  0.19
H 0.93846 3.33708 -1.32112  0.16
H -0.41906 3.69569 -0.10754  0.10
H -0.91837 3.73791 -1.56457  0.15
H -2.08860 -2.39604 -1.88045  0.10
H -0.96087 -2.39842 -2.86097  -0.04
O -1.12430 -2.23000 -2.02379  0.00

---

<ii>
DFT (wB97M-V/def2-TZVPD) results for 3 unconnected molecules or ions with the total composition C4H15N2O2.

Results
Gap between HOMO and LUMO (spin up / spin down): 11.30 / 6.07 eV
2S+1: 2
<S²>: 0.75
Charge: +2

Each line ends with the Löwdin charge.
Positions of all 23 atoms, in Å:
C -1.07431 2.62168 -0.35918  -0.15
C 0.34383 2.46616 0.34843  -0.09
C 0.72052 1.00051 0.49333  -0.05
C 1.12035 0.25690 -0.52359  -0.06
N 1.59545 -1.11277 -0.34799  0.20
N -2.18894 2.10895 0.29860  0.30
H -0.95371 2.17840 -1.34100  0.14
H -1.12655 3.73219 -0.30953  0.20
H 0.31334 2.85635 1.36139  0.13
H 1.07925 2.97284 -0.26581  0.14
H 0.69566 0.52601 1.46460  0.13
H 1.20518 0.63587 -1.53510  0.15
H 0.98103 -1.87955 -0.65382  0.14
H 2.49759 -1.24857 -0.82331  0.19
H 1.85591 -1.31457 0.62517  0.14
H -2.45954 2.57154 1.17110  0.17
H -3.03417 1.94706 -0.25856  0.18
H -1.82450 -2.57722 -0.54008  0.04
H -1.73941 -3.77151 -1.45142  0.06
O -1.18006 -3.12083 -1.00794  -0.06
H 1.24844 -4.03583 0.63040  0.08
H 0.60810 -3.55416 1.81036  0.08
O 1.31653 -3.25945 1.21395  -0.06

---

From most stable to least stable, the computed energies give <ii>, <i>.

---

<i>
DFT (wB97M-V/def2-TZVPD) results for CH2F3N3 in the gas phase.

Results
Gap between HOMO and LUMO: 10.98 eV
SMILES: [H]/N=C(\F)N(F)NF

Each line ends with the Löwdin charge.
Positions of all 9 atoms, in Å:
C -0.75560 -0.10860 0.86713  -0.41
N -1.79262 -0.43870 0.28424  0.20
N 0.80728 0.38419 -1.43918  0.06
N 0.36127 0.22998 -0.06960  -0.03
F 1.13103 -0.90260 -1.92481  -0.10
F 1.46400 0.24432 0.82310  -0.07
F -0.33743 0.19451 2.08728  0.14
H -2.62386 -0.50929 0.81340  0.06
H 1.74593 0.90618 -1.44156  0.16

---

<ii>
DFT (wB97M-V/def2-TZVPD) results for CH2F3N3 in the gas phase.

Results
Gap between HOMO and LUMO: 11.52 eV
SMILES: [H]/N=C(\F)N(F)NF

Each line ends with the Löwdin charge.
Positions of all 9 atoms, in Å:
C 0.99890 0.14224 0.11465  -0.43
N 1.23822 1.32653 0.35296  0.23
N -1.44368 0.17891 -0.60046  0.11
N -0.26105 -0.31492 -0.27423  -0.05
F -2.35468 0.30607 0.59850  -0.14
F -0.31595 -1.73711 -0.13482  -0.01
F 1.87335 -0.87188 0.26359  0.11
H 2.09724 1.65230 0.62780  0.04
H -1.83236 -0.68214 -0.94798  0.13

---

From most stable to least stable, the computed energies give <ii>, <i>.

---

<i>
DFT (wB97M-V/def2-TZVPD) results for 2 unconnected molecules or ions with the total composition C4H11NP.

Results
Gap between HOMO and LUMO (spin up / spin down): 8.25 / 8.24 eV
Charge: +1

Each line ends with the Löwdin charge.
Positions of all 17 atoms, in Å:
C -0.02914 -0.46309 0.46456  -0.03
C 1.29259 -0.78142 0.36838  -0.19
C 2.31757 1.45591 -0.41835  -0.01
C -3.49974 -0.71572 0.04765  -0.43
N 2.21129 -0.05874 -0.59895  -0.06
P -2.36314 0.68163 -0.20900  0.91
H -0.68038 -0.92997 1.17738  -0.01
H -2.37545 0.81660 1.17055  -0.11
H 1.89287 -1.46430 0.91144  0.09
H 2.16246 1.57482 0.68251  0.11
H 3.39897 1.60503 -0.82854  0.13
H 1.67609 1.99513 -1.13308  0.10
H -3.34092 -1.11075 1.02389  0.01
H -3.40982 -1.60713 -0.67665  0.08
H -4.47214 -0.23653 0.08837  0.04
H 3.17966 -0.45182 -0.43417  0.18
H 2.03922 -0.30963 -1.63597  0.21

---

<ii>
DFT (wB97M-V/def2-TZVPD) results for a gas-phase ion, C4H11NP (charge +1).

Results
Gap between HOMO and LUMO: 8.09 eV
SMILES: C1=[PH2]CCC[NH2+]1
Charge: +1

Each line ends with the Löwdin charge.
Positions of all 17 atoms, in Å:
C 0.66616 0.38164 1.15040  -0.32
C 1.25304 -0.97282 0.83197  -0.17
C 0.04143 1.27156 0.07432  -0.17
C -1.30067 -0.23500 -1.79547  -0.24
N -1.30563 0.74405 -0.59975  -0.15
P -0.13406 -1.36999 -0.77014  0.97
H -0.15797 0.44625 1.95244  0.15
H 1.46004 1.04275 1.52011  0.12
H 2.12105 -0.66110 0.20101  0.09
H 1.30730 -1.80778 1.53500  0.09
H -0.13334 2.21493 0.51512  0.10
H 0.56202 1.51629 -0.98779  0.18
H -1.11369 0.05185 -2.84193  0.04
H -1.87934 0.28298 0.19410  0.18
H -1.75725 1.56105 -0.89501  0.12
H 0.51909 -2.31464 -1.65362  0.00
H -0.95504 -2.22264 0.04021  0.00

---

From most stable to least stable, the computed energies give <i>, <ii>.

---

<i>
DFT (wB97M-V/def2-TZVPD) results for 2 unconnected molecules or ions with the total composition C2H4O4S.

Results
Gap between HOMO and LUMO: 10.00 eV

Each line ends with the Löwdin charge.
Positions of all 11 atoms, in Å:
C -0.43013 -0.62947 -0.20015  -0.42
C -0.93187 0.33974 -1.19062  -0.23
O 0.84968 1.26844 1.76237  -0.10
O 1.50221 -1.68663 -1.78343  -0.46
O -0.69086 -2.01227 -0.49426  -0.30
O -1.27058 1.46648 -0.89665  0.07
S 1.02934 -1.74125 -0.43543  1.04
H -0.69140 -0.32037 0.91428  0.15
H -1.14128 0.01082 -2.16769  0.12
H 1.57531 1.36232 2.46610  0.08
H 0.19957 1.94219 2.02548  0.05

---

<ii>
DFT (wB97M-V/def2-TZVPD) results for C2H4O4S in the gas phase.

Results
Gap between HOMO and LUMO: 9.43 eV
SMILES: O=S(=O)=CC(O)O

Each line ends with the Löwdin charge.
Positions of all 11 atoms, in Å:
C -0.30852 0.69711 -0.75110  -0.17
C 0.99397 0.08733 -0.15091  -0.47
O -2.73207 1.00816 0.21249  -0.29
O -1.84946 -1.35749 0.00229  -0.29
O 1.25273 -1.22382 -0.62744  -0.01
O 0.80244 -0.03648 1.25366  -0.05
S -1.68297 0.08429 -0.05679  0.83
H -0.45565 1.82122 -0.67874  0.10
H 1.86882 0.60047 -0.43690  0.13
H 0.44413 -1.72392 -0.53498  0.06
H 1.66658 0.04313 1.76843  0.14

---

From most stable to least stable, the computed energies give <i>, <ii>.

---

<i>
DFT (wB97M-V/def2-TZVPD) results for 17 unconnected molecules or ions with the total composition H34O17.

Results
Gap between HOMO and LUMO: 9.29 eV

Each line ends with the Löwdin charge.
Positions of all 51 atoms, in Å:
O -16.66468 20.66319 8.14115  -0.03
H -16.51812 20.45954 7.23578  0.05
H -16.36098 19.89260 8.63117  0.00
O -17.79630 18.40432 11.25519  -0.05
H -17.02733 18.97762 11.23607  0.02
H -17.45379 17.56725 10.88292  0.02
O -16.03137 20.56284 11.25325  0.00
H -15.90250 20.77393 12.15232  0.02
H -16.04027 21.40198 10.84237  0.07
O -19.84295 18.92635 13.98456  -0.06
H -20.34038 19.05562 13.18511  -0.02
H -18.89461 19.13469 13.94214  -0.02
O -14.26026 16.73740 10.97582  -0.06
H -13.77027 17.46108 10.53272  0.04
H -15.05821 16.69156 10.43866  -0.01
O -16.85420 16.03759 10.32657  -0.04
H -16.44900 15.74746 9.48801  0.10
H -16.89307 15.24249 10.84362  0.09
O -17.25569 19.76121 13.81548  -0.04
H -16.71303 19.02725 13.62032  -0.01
H -16.66396 20.48461 14.10605  0.10
O -17.64948 16.81158 13.28737  -0.04
H -17.78392 17.58014 12.75340  -0.04
H -16.72421 16.58013 13.42619  0.06
O -18.49986 18.01812 8.34156  -0.08
H -18.88782 17.13917 8.60199  0.02
H -18.85243 18.65989 8.96403  -0.01
O -15.43093 18.12298 8.78770  -0.03
H -14.93903 17.69445 8.04284  0.11
H -16.23688 17.71409 8.99742  -0.03
O -18.65350 21.39099 11.92622  -0.04
H -18.02565 20.96867 12.50259  -0.02
H -19.51066 21.06869 12.19814  0.04
O -19.95940 15.94823 12.27506  -0.03
H -19.16375 16.30657 12.69383  -0.01
H -20.73676 16.07077 12.77879  0.04
O -20.51419 19.12337 11.27427  -0.01
H -19.65832 18.74433 11.22843  -0.03
H -21.07210 18.48278 10.87361  0.05
O -19.04413 20.77712 9.20461  -0.07
H -18.96393 20.61196 10.15916  -0.02
H -18.13791 20.83300 8.92800  -0.05
O -19.71515 15.75051 9.57754  -0.01
H -19.13128 15.03113 9.47041  0.02
H -19.71874 15.83111 10.49942  -0.04
O -13.25314 19.43533 10.64985  -0.01
H -14.09554 19.51060 11.07747  -0.01
H -13.27628 20.08732 9.99978  0.02
O -14.92322 18.20831 13.04225  -0.04
H -14.74288 17.64364 12.29839  -0.03
H -14.04046 18.34494 13.38948  0.07

---

<ii>
DFT (wB97M-V/def2-TZVPD) results for 17 unconnected molecules or ions with the total composition H34O17.

Results
Gap between HOMO and LUMO: 10.10 eV

Each line ends with the Löwdin charge.
Positions of all 51 atoms, in Å:
O 18.03900 22.81700 -3.95000  -0.02
H 18.52800 23.38500 -3.40600  -0.03
H 18.65900 22.21000 -4.36000  0.08
O 20.24300 26.79200 -5.57800  -0.08
H 19.41500 26.33000 -5.37400  -0.02
H 20.74600 26.80600 -4.75700  -0.03
O 18.17400 30.03200 -1.28500  -0.04
H 18.57800 29.61300 -0.51100  0.06
H 18.66100 29.81300 -2.05900  -0.02
O 18.03600 26.39600 -0.39800  -0.09
H 17.36500 27.08200 -0.66200  0.01
H 18.88100 26.70400 -0.73600  -0.02
O 16.32800 28.01100 -1.50900  -0.01
H 16.03900 27.75800 -2.36400  -0.01
H 16.87000 28.75400 -1.68800  -0.02
O 18.22500 26.49600 -3.57600  -0.06
H 18.09000 27.44200 -3.68000  0.02
H 17.46700 26.00000 -3.95500  0.01
O 21.64200 26.29500 -3.31600  -0.06
H 22.37000 25.80500 -3.69200  0.06
H 20.95300 25.67100 -3.01900  0.00
O 19.78400 24.52900 -2.56000  -0.03
H 19.64700 24.36500 -1.65600  0.05
H 19.22300 25.28900 -2.83300  0.02
O 16.97000 26.91800 -6.66100  -0.03
H 17.29500 26.20000 -6.09100  0.01
H 16.47600 26.49200 -7.33900  0.05
O 16.57600 24.59200 -1.52900  -0.05
H 17.17500 25.19400 -1.13200  -0.06
H 16.93000 23.67700 -1.52100  0.06
O 16.13800 30.48700 -3.09400  -0.05
H 16.22400 29.66000 -3.50100  -0.06
H 15.25100 30.46600 -2.62200  0.10
O 20.38700 27.51100 -0.97800  -0.05
H 20.39000 27.89600 -1.90600  0.05
H 20.90600 28.17800 -0.56100  0.05
O 16.03900 25.15100 -4.26800  -0.05
H 16.00500 24.26400 -4.66600  0.08
H 15.80200 25.09400 -3.35400  0.03
O 17.85100 28.76200 -4.90600  -0.04
H 17.71700 28.21700 -5.71200  0.04
H 17.80500 29.63000 -5.20200  0.05
O 15.27800 27.89600 -4.08600  -0.02
H 14.71500 27.25100 -4.49700  0.06
H 15.93500 27.95600 -4.74700  -0.02
O 18.30300 24.50900 -5.98400  -0.06
H 18.03500 24.17800 -6.89100  0.11
H 17.96700 23.92500 -5.30900  -0.03
O 20.15200 29.52800 -3.24500  -0.04
H 19.91800 29.35200 -4.15900  0.04
H 21.12100 29.43400 -3.24900  0.08

---

From most stable to least stable, the computed energies give <ii>, <i>.

---

<i>
DFT (wB97M-V/def2-TZVPD) results for 3 unconnected molecules or ions with the total composition C3H12NO2.

Results
Gap between HOMO and LUMO (spin up / spin down): 5.49 / 9.72 eV
2S+1: 2
<S²>: 0.75

Each line ends with the Löwdin charge.
Positions of all 18 atoms, in Å:
C 1.06808 -1.86235 -1.70006  -0.09
C 0.58108 -1.36197 -0.27299  -0.25
C -1.23699 0.31330 -0.50724  -0.15
N 0.03269 0.01138 -0.27182  -0.15
H 2.02335 -1.23404 -1.92305  0.09
H 0.34111 -1.66982 -2.42605  0.02
H 1.33660 -2.97117 -1.62985  0.08
H 1.49092 -1.42187 0.33601  0.09
H -0.17283 -1.94586 0.20337  0.09
H -1.78045 1.17070 -1.11256  0.07
H -2.02191 -0.43634 -0.15014  0.05
H 0.78670 0.69985 -0.40568  0.09
H -3.69077 1.34557 1.23108  0.01
H -2.42025 1.84219 2.04188  0.03
O -2.81845 1.18566 1.49516  -0.04
H 2.83559 2.03559 0.88679  0.07
H 2.90854 0.62689 1.18104  0.03
O 2.27613 1.23243 0.82380  -0.05

---

<ii>
DFT (wB97M-V/def2-TZVPD) results for 2 unconnected molecules or ions with the total composition C3H12NO2.

Results
Gap between HOMO and LUMO (spin up / spin down): 4.11 / 11.47 eV
2S+1: 2
<S²>: 0.75

Each line ends with the Löwdin charge.
Positions of all 18 atoms, in Å:
C -0.03718 -0.60215 -0.99977  -0.26
C 0.62620 -0.35220 0.35591  -0.21
C 1.99818 -0.99696 0.41089  -0.29
O 2.63857 -0.46229 1.54880  -0.06
N -1.29103 0.18211 -1.08271  0.04
H 0.67544 -0.25417 -1.73607  0.10
H -0.31554 -1.64757 -1.06394  0.10
H 0.05770 -0.85228 1.14610  0.10
H 0.72844 0.70393 0.60179  0.11
H 2.54386 -0.70101 -0.49640  0.12
H 1.93043 -2.08025 0.47921  0.12
H 3.46039 -0.88569 1.78263  0.08
H -1.16566 1.19277 -1.23702  0.08
H -1.95918 -0.12977 -1.82213  0.04
H -1.83870 0.09105 -0.19877  0.04
H -2.76343 1.63163 1.27285  0.01
H -2.94763 2.93594 0.39997  0.03
O -2.34085 2.22692 0.63865  -0.15

---

From most stable to least stable, the computed energies give <i>, <ii>.